# 1
Below is 3 unconnected molecules or ions with the total composition C16H35BF5N2O6, with properties calculated with ωB97M-V/def2-TZVPD.

Structure (XYZ):
```
65
C16H35BF5N2O6, DFT ωB97M-V/def2-TZVPD
F -2.86 0.75 1.41
C -3.60 0.98 0.22
F -4.16 2.27 0.26
F -4.62 -0.01 0.25
C -2.70 0.80 -1.10
F -2.99 1.90 -1.96
F -3.11 -0.35 -1.85
C -1.14 0.82 -0.85
C -0.13 0.99 -2.13
O 0.28 2.38 -2.17
B 0.37 2.65 -0.70
O -0.96 2.13 -0.26
H -0.75 -0.05 -0.24
H -0.46 0.55 -3.13
H 0.79 0.38 -1.78
H 1.16 1.97 -0.07
H 0.46 3.78 -0.35
C 4.37 0.86 -7.95
O 4.30 -0.54 -7.69
C 5.21 -0.98 -6.68
C 4.47 -1.34 -5.39
N 3.95 -0.15 -4.72
C 2.97 -0.43 -3.66
C 1.69 -1.20 -4.03
O 0.78 -0.47 -4.86
C 1.12 -0.45 -6.23
H 3.84 1.06 -8.88
H 3.89 1.43 -7.15
H 5.41 1.18 -8.07
H 6.01 -0.26 -6.50
H 5.67 -1.90 -7.07
H 5.15 -1.86 -4.71
H 3.66 -2.04 -5.66
H 3.50 0.45 -5.41
H 2.66 0.54 -3.26
H 3.48 -0.96 -2.85
H 1.15 -1.39 -3.10
H 1.90 -2.18 -4.47
H 1.57 -1.39 -6.56
H 1.77 0.40 -6.45
H 0.20 -0.30 -6.81
C -4.87 -0.50 5.35
O -4.37 0.15 6.51
C -4.05 -0.75 7.57
C -2.54 -0.88 7.76
N -1.93 -1.62 6.66
C -0.47 -1.51 6.60
C 0.16 -0.12 6.47
O -0.06 0.51 5.21
C -1.33 1.12 5.07
H -5.29 0.26 4.69
H -4.06 -1.00 4.80
H -5.65 -1.22 5.60
H -4.53 -1.73 7.44
H -4.47 -0.30 8.48
H -2.34 -1.41 8.70
H -2.13 0.13 7.85
H -2.30 -1.27 5.78
H -0.15 -2.10 5.73
H -0.05 -2.01 7.48
H 1.25 -0.24 6.54
H -0.11 0.55 7.29
H -1.69 1.56 6.01
H -2.05 0.40 4.68
H -1.25 1.93 4.34
```

Values from the calculation:
* LUMO energy: 2.60 eV
* charge: -1
* Kohn-Sham gap: 0.26260 Ha

# 2
Below is a molecular structure, C16H35FeNO6P2S3Se, with properties calculated with ωB97M-V/def2-TZVPD.

Structure (XYZ):
```
65
C16H35FeNO6P2S3Se, DFT ωB97M-V/def2-TZVPD
Fe -1.02 0.59 0.49
O -0.64 2.32 -0.79
S -1.68 1.62 -1.62
O -2.08 2.28 -2.82
O -1.07 0.26 -1.83
O -2.77 1.36 -0.61
C 0.50 -4.01 -0.59
C 0.08 -2.60 -0.99
C 1.31 -1.67 -0.93
P -1.33 -1.86 -0.04
C -1.62 -2.76 1.56
C -0.53 -2.34 2.57
C -1.81 -4.27 1.61
C -2.80 -2.17 -1.11
C -4.08 -1.62 -0.48
C -2.99 -3.62 -1.56
H 1.28 -4.35 -1.28
H -0.32 -4.74 -0.64
H 0.92 -4.03 0.41
H -0.29 -2.61 -2.01
H 1.68 -1.56 0.09
H 1.08 -0.68 -1.32
H 2.13 -2.09 -1.54
H -2.56 -2.29 1.88
H 0.46 -2.70 2.26
H -0.75 -2.78 3.55
H -0.47 -1.27 2.70
H -0.87 -4.80 1.49
H -2.51 -4.65 0.87
H -2.20 -4.53 2.60
H -2.55 -1.57 -1.97
H -4.37 -2.18 0.42
H -4.90 -1.69 -1.20
H -3.98 -0.57 -0.21
H -3.48 -4.22 -0.80
H -2.05 -4.11 -1.85
H -3.64 -3.62 -2.44
Se -5.15 0.57 2.63
C -3.43 0.51 2.26
N -2.27 0.41 2.04
C 2.02 4.34 2.73
C 2.05 4.50 1.22
C 0.72 4.97 0.67
O 2.41 3.31 0.46
P 2.53 1.77 0.84
S 4.13 1.35 1.87
S 0.85 1.13 1.82
O 2.48 1.12 -0.61
C 3.05 1.60 -1.88
C 4.52 1.96 -1.73
C 2.23 2.72 -2.49
H 1.91 5.33 3.19
H 2.95 3.89 3.09
H 1.19 3.72 3.04
H 2.84 5.21 0.97
H -0.01 4.17 0.76
H 0.81 5.23 -0.39
H 0.37 5.85 1.22
H 2.96 0.71 -2.50
H 4.64 2.79 -1.04
H 4.91 2.26 -2.71
H 5.10 1.11 -1.36
H 2.52 3.69 -2.07
H 1.17 2.57 -2.31
H 2.41 2.74 -3.57
```

Values from the calculation:
* LUMO energy (spin up / spin down): 2.55 / 1.40 eV
* spin multiplicity: 6
* charge: -1
* Kohn-Sham gap (spin up / spin down): 0.29815 / 0.25755 Ha
* relative energy (zero: lowest compared OMol25 entry of this formula, charge and spin): 19.6 kcal per mole

# 3
Below is a molecular structure, C16H36AsCsF6P, with properties calculated with ωB97M-V/def2-TZVPD.

Structure (XYZ):
```
61
C16H36AsCsF6P, DFT ωB97M-V/def2-TZVPD
Cs -10.06 -35.02 3.94
C -14.68 -34.15 3.32
C -13.59 -33.35 4.03
C -13.35 -31.92 3.44
C -14.59 -31.05 3.54
P -14.67 -29.71 2.27
C -13.01 -28.88 2.18
C -12.45 -28.54 3.59
C -11.01 -28.98 3.81
C -10.02 -28.39 2.80
C -15.04 -30.57 0.70
C -16.31 -31.41 0.66
C -16.83 -31.67 -0.76
C -18.12 -32.50 -0.74
C -15.92 -28.42 2.60
C -15.47 -27.25 3.48
C -16.62 -26.49 4.12
C -17.43 -27.25 5.16
H -15.60 -33.59 3.15
H -14.91 -35.07 3.86
H -14.26 -34.57 2.40
H -12.64 -33.87 3.94
H -13.78 -33.18 5.09
H -13.12 -32.11 2.38
H -12.46 -31.51 3.91
H -14.63 -30.55 4.52
H -15.51 -31.63 3.50
H -13.08 -27.99 1.57
H -12.31 -29.59 1.73
H -13.09 -28.89 4.40
H -12.37 -27.45 3.68
H -10.92 -30.07 3.68
H -10.70 -28.71 4.81
H -9.02 -28.82 2.94
H -9.92 -27.31 2.83
H -10.25 -28.72 1.78
H -14.13 -31.11 0.41
H -15.14 -29.78 -0.06
H -17.10 -30.92 1.23
H -16.09 -32.34 1.18
H -16.09 -32.21 -1.36
H -16.92 -30.69 -1.24
H -18.64 -32.27 -1.68
H -18.79 -32.26 0.08
H -17.87 -33.55 -0.80
H -16.76 -28.91 3.11
H -16.27 -28.10 1.62
H -14.65 -26.65 3.08
H -15.01 -27.68 4.39
H -17.32 -26.16 3.33
H -16.21 -25.55 4.49
H -17.80 -28.22 4.85
H -18.28 -26.68 5.53
H -16.78 -27.42 6.03
As -12.39 -38.24 4.59
F -13.28 -36.90 5.28
F -13.73 -38.62 3.56
F -11.43 -39.51 3.89
F -11.03 -37.73 5.57
F -12.99 -39.33 5.79
F -11.85 -37.15 3.26
```

Values from the calculation:
* LUMO energy: -3.13 eV
* charge: +1
* Kohn-Sham gap: 0.39498 Ha
* relative energy (zero: lowest compared OMol25 entry of this formula, charge and spin): 0.0 kcal per mole

# 4
Below is a molecular structure, C16H36AsF6NO8S4, with properties calculated with ωB97M-V/def2-TZVPD.

Structure (XYZ):
```
72
C16H36AsF6NO8S4, DFT ωB97M-V/def2-TZVPD
N 9.83 -6.11 30.75
H 10.02 -5.48 29.98
H 9.94 -6.98 30.26
H 8.89 -5.78 30.90
H 10.47 -6.18 31.54
As 10.66 -8.17 26.12
F 9.60 -6.72 26.70
F 9.88 -9.08 27.46
F 11.71 -9.53 25.54
F 11.19 -7.10 24.80
F 11.99 -7.61 27.26
F 9.34 -8.59 25.03
C 9.81 -14.31 26.11
C 10.87 -15.33 25.99
C 11.89 -15.20 27.16
S 10.83 -14.96 28.62
O 11.35 -13.87 29.44
O 10.53 -16.27 29.17
C 9.31 -14.27 27.58
H 8.95 -14.48 25.46
H 10.26 -13.38 25.75
H 11.52 -15.22 25.11
H 10.35 -16.29 26.02
H 12.41 -14.25 27.05
H 12.69 -15.93 27.24
H 9.07 -13.25 27.88
H 8.46 -14.91 27.83
C 5.78 -6.93 19.27
C 6.70 -7.66 20.23
C 7.00 -9.05 19.71
S 6.62 -9.00 17.96
O 5.46 -9.86 17.67
O 7.85 -9.12 17.28
C 6.26 -7.28 17.85
H 5.84 -5.85 19.41
H 4.73 -7.22 19.39
H 6.30 -7.71 21.24
H 7.64 -7.11 20.26
H 6.57 -9.97 20.11
H 8.05 -9.32 19.71
H 5.56 -7.18 17.02
H 7.23 -6.79 17.81
C 12.75 -8.45 18.87
C 13.28 -8.59 17.46
C 13.18 -10.06 17.08
S 12.88 -11.21 18.65
O 13.91 -12.19 18.91
O 11.47 -11.58 18.75
C 13.15 -9.69 19.72
H 11.67 -8.55 18.80
H 12.83 -7.42 19.21
H 14.32 -8.28 17.41
H 12.76 -7.84 16.85
H 14.16 -10.31 16.68
H 12.36 -10.24 16.38
H 14.16 -9.53 20.10
H 12.63 -9.74 20.68
C 17.63 -6.68 26.78
C 17.04 -7.53 25.60
C 18.21 -7.76 24.68
S 19.72 -7.97 25.70
O 20.61 -6.94 25.24
O 20.17 -9.36 25.75
C 18.81 -7.49 27.25
H 16.92 -6.52 27.59
H 18.04 -5.71 26.50
H 16.26 -6.99 25.06
H 16.66 -8.46 26.01
H 18.40 -6.93 23.99
H 18.07 -8.58 23.97
H 19.53 -6.97 27.89
H 18.66 -8.39 27.84
```

Values from the calculation:
* LUMO energy: -2.11 eV
* Kohn-Sham gap: 0.28012 Ha

| no. | largest force on an atom (Eh/bohr) |
| --- | --- |
| 1 | 0.0674 |
| 2 | 0.0194 |
| 3 | 0.0451 |
| 4 | 0.0657 |